[1]
ORCA calculation (ωB97M-V/def2-TZVPD) on a structure of composition C19H31N10O2V.

Last column: Löwdin charge in e.
Positions of all 63 atoms, in Å:
V 0.060 0.739 0.826  0.9030
O 1.730 -0.121 1.562  -0.1242
O 0.399 1.128 -1.061  -0.2622
N -1.784 0.036 4.624  0.0809
N -0.860 0.353 2.694  0.0234
N -1.853 1.364 4.441  0.1828
N -0.457 2.676 1.387  0.0104
N -0.984 -1.950 0.375  0.0430
N 1.288 1.814 -1.792  -0.1734
N 3.531 -0.829 2.679  0.2358
N 0.083 -1.906 -2.659  0.0402
N -2.590 -1.434 -2.311  0.2038
N -1.210 5.146 2.429  0.1469
C -0.619 5.041 1.245  -0.0525
C 3.460 2.673 -2.112  0.0075
C -0.249 -3.351 -2.542  -0.3366
C -1.653 -3.577 -3.112  -0.0887
C 2.547 1.977 -1.351  0.0062
C -2.643 -3.429 -0.798  -0.0948
C 0.884 2.311 -2.972  0.0114
C -0.171 -3.832 -1.095  -0.0991
C 2.547 1.274 3.354  0.0382
C -2.737 -2.946 -2.238  -0.2555
C -1.445 4.023 3.094  -0.0113
C -1.073 2.790 2.579  -0.1717
C -1.262 -3.327 -0.150  -0.3433
C -0.242 3.813 0.718  -0.0546
C 2.582 0.065 2.471  -0.5024
C -1.290 1.522 3.275  -0.2926
C 1.766 3.013 -3.765  0.0090
C -1.195 -0.564 3.593  -0.0982
C 3.073 3.201 -3.336  0.0045
H 0.821 -3.631 -0.680  0.1256
H -1.275 -4.006 0.708  0.1461
H -3.726 -3.178 -2.629  0.1597
H -0.149 2.128 -3.223  0.1474
H -1.932 4.093 4.059  0.1411
H -1.714 -3.202 -4.137  0.1341
H 0.461 -3.945 -3.121  0.1510
H 0.844 -1.659 -2.036  0.0835
H 4.230 -0.696 3.394  0.1455
H -1.535 -1.246 -2.335  0.1099
H -2.896 -4.491 -0.834  0.1457
H 2.111 1.003 4.318  0.1125
H -3.023 -1.074 -3.161  0.1697
H 3.548 1.658 3.543  0.1083
H -0.436 5.956 0.696  0.1326
H -3.024 -0.975 -1.513  0.1521
H -1.018 -1.626 3.542  0.1474
H 1.938 2.054 2.901  0.0774
H 4.468 2.793 -1.741  0.1340
H -3.412 -2.965 -0.173  0.1304
H 0.235 3.744 -0.249  0.1119
H -1.853 -4.647 -3.169  0.1438
H 3.586 -1.663 2.114  0.1423
H -0.265 -4.920 -1.124  0.1403
H -2.158 -0.376 5.469  0.1892
H 2.769 1.523 -0.397  0.1320
H 3.778 3.749 -3.946  0.1367
H -0.123 -2.030 0.915  0.0603
H 0.405 -1.709 -3.602  0.1078
H 1.420 3.408 -4.709  0.1355
H -1.711 -1.764 1.063  0.0599

Computed properties:
**HOMO-LUMO gap (alpha / beta)**: 8.11 / 9.21 eV
**HOMO level (alpha / beta)**: -16.4 / -17.6 eV
**Net charge**: +3
**2S+1**: 4

=====

[2]
ORCA calculation (ωB97M-V/def2-TZVPD) on the molecule C19H31N3O2S.

Last column: Löwdin charge in e.
Positions of all 56 atoms, in Å:
S 4.771 2.163 0.619  0.6084
O -3.292 -1.251 -0.948  -0.0387
O -2.575 1.022 0.680  -0.0951
N 3.227 0.641 -0.904  -0.0773
N 3.145 -1.708 -0.392  -0.1342
N 5.060 -0.367 0.094  0.0254
C -0.673 1.365 -0.780  0.0285
C -5.174 0.314 -0.979  -0.0561
C 0.106 0.985 -1.866  -0.2544
C 1.366 1.745 -2.189  -0.1192
C -3.365 2.389 2.441  -0.0549
C -1.823 0.680 -0.412  -0.1944
C 4.569 -1.706 -0.202  -0.1831
C 0.941 -2.148 0.603  -0.1832
C 2.359 -1.626 0.837  -0.1753
C -2.288 2.216 1.381  -0.2534
C 0.177 -2.388 1.905  -0.2511
C -2.233 -0.426 -1.185  -0.2070
C 2.813 -0.686 -1.350  -0.1322
C -0.312 -0.096 -2.628  -0.0631
C -0.194 -1.096 2.623  -0.0939
C -4.441 -0.806 -0.249  -0.2352
C -1.462 -0.780 -2.287  0.0077
C 2.371 1.808 -1.037  -0.2026
C 4.311 0.744 -0.108  -0.8636
H -3.359 1.538 3.117  0.0786
H 3.322 -0.931 -2.293  0.1429
H 2.332 -0.602 1.236  0.1228
H -0.361 2.218 -0.198  0.1106
H 1.021 -3.086 0.052  0.1191
H -0.811 -0.475 1.978  0.0549
H 4.841 -2.382 0.613  0.1276
H 2.847 -2.262 1.579  0.1258
H 1.845 1.980 -0.089  0.1123
H 0.693 -0.533 2.905  0.0701
H -4.343 2.454 1.972  0.0768
H 0.371 -1.448 -0.011  0.0909
H 5.819 -0.249 0.747  0.1082
H -4.563 1.213 -1.010  0.0689
H 0.774 -3.018 2.569  0.1039
H -5.400 0.011 -1.999  0.0801
H -2.292 3.070 0.691  0.1298
H -0.741 -2.931 1.669  0.1058
H -3.180 3.296 3.008  0.0777
H -1.300 2.151 1.858  0.1243
H 1.095 2.777 -2.427  0.1247
H 3.043 2.660 -1.189  0.0780
H 1.846 1.319 -3.071  0.1193
H -4.186 -0.496 0.768  0.1102
H -0.758 -1.314 3.527  0.0720
H -5.072 -1.698 -0.201  0.1235
H 0.256 -0.405 -3.493  0.1162
H 1.738 -0.686 -1.514  0.0992
H -6.103 0.539 -0.462  0.0773
H 5.038 -2.071 -1.128  0.1235
H -1.793 -1.625 -2.869  0.1228

Computed properties:
**HOMO-LUMO gap**: 8.53 eV
**HOMO level**: -7.8 eV
**Structure (SMILES)**: CCCCN1CNC(=S)N(CCc2ccc(OCC)c(OCC)c2)C1